Entry from the Open Molecules 2025 dataset: a 5-piece molecular cluster, C3H17NO4 overall in a non-equilibrium geometry (wB97M-V/def2-TZVPD).

Atoms and positions in Å:
C: -0.708 -1.458 0.907
N: 0.619 -1.384 1.455
C: 1.638 -1.283 0.352
C: 0.755 -0.154 2.287
H: -1.135 -0.451 0.701
H: -1.198 -2.105 1.685
H: -0.841 -2.073 0.000
H: 2.415 -1.960 0.730
H: 1.120 -1.815 -0.488
H: 2.075 -0.352 0.041
H: 1.722 -0.193 2.804
H: -0.122 -0.141 2.967
H: 0.613 0.676 1.609
H: 0.001 3.056 -1.494
H: -0.788 2.957 -0.298
O: -0.846 3.419 -1.168
H: 2.760 2.786 -2.803
H: 3.227 1.391 -2.269
O: 2.444 1.861 -2.608
H: -5.126 -2.272 0.917
H: -5.074 -1.432 2.231
O: -4.542 -1.905 1.581
H: 1.139 0.752 -3.169
H: -0.323 1.429 -2.860
O: 0.176 0.651 -3.110

Values from the calculation:
maximum force	3.2	eV Å⁻¹
HOMO energy (alpha / beta)	0.0168 / -0.2133	Eh
2S+1	2
LUMO (alpha / beta)	0.0906 / 0.0902	Eh
charge	-1
gap between HOMO and LUMO (alpha / beta)	2.01 / 8.26	eV